Formula: C4H6
Source: the Open Molecules 2025 dataset
Level of theory: wB97M-V/def2-TZVPD

Geometry as XYZ:
```
10
Properties=species:S:1:pos:R:3:forces:R:3:lowdin_charge:R:1
C -1.855653 0.788434 -1.040925 0.289 0.096 0.405 0.075
C -0.087176 -0.084579 0.668718 -0.190 0.610 0.328 -0.263
C 1.218917 -0.597008 0.015043 -0.094 0.199 0.069 -0.093
C -1.168750 0.175258 -0.264879 -0.615 -0.288 -0.824 -0.184
H -0.211853 0.976024 0.999504 1.830 -0.437 0.426 0.127
H 1.272587 -0.306619 -1.038722 0.006 0.102 0.247 0.072
H 1.266521 -1.695954 0.040282 -0.198 0.342 0.071 0.074
H -2.251494 1.665164 -1.492563 -0.470 -0.308 -0.420 0.024
H 2.109231 -0.226873 0.531393 -0.165 0.011 -0.031 0.067
H -0.308708 -0.644366 1.576094 -0.392 -0.327 -0.271 0.103
```
Positions in Å, forces in eV/Å.

**Highest occupied orbital energy**: -0.3523 Eh
**SMILES**: C#CCC
**Calculated total energy**: -4242.5143 eV
**ΔE to the lowest compared entry with this formula, charge and spin**: 33.4 kcal/mol